Formula: C5H5NO
Source: the OMol25 dataset
Level of theory: ωB97M-V/def2-TZVPD

relative energy (zero: lowest compared OMol25 entry of this formula, charge and spin) = 275.0 kJ/mol
total charge = 0
E = -323.4149 Ha
largest force on an atom = 1.905 eV Å⁻¹
E_LUMO = 0.872 eV

Geometry (Å):
O  0.03374  -0.43958  1.42264
N  2.73690  1.24678  0.08527
C  -1.00311  0.78423  -0.38248
C  -1.09848  -0.30341  0.59014
C  0.90397  -0.61335  0.30087
C  1.92516  0.42446  0.16638
C  -0.18011  -0.41216  -0.71832
H  -1.88076  0.87384  -1.02356
H  1.35129  -1.61649  0.32508
H  -0.21152  -0.94585  -1.65589
H  -0.55047  1.72534  -0.11964
H  -2.00794  -0.71796  1.01707

Forces on atoms 1 to 3 (eV/Å):
0.5 0.5 0.3
-1.0 -0.9 0.0
0.0 0.7 -0.1


Formula: C4H7N2O2
Source: the OMol25 dataset
Level of theory: ωB97M-V/def2-TZVPD

relative energy (zero: lowest compared OMol25 entry of this formula, charge and spin) = 903.7 kJ/mol
total charge = +1
E = -416.0155 Ha
largest force on an atom = 4.989 eV Å⁻¹
E_LUMO (spin up / spin down) = -5.507 / -5.250 eV

Geometry (Å):
O  0.47580  0.14315  1.37158
O  -2.08876  -1.86603  0.91282
N  0.02176  -0.05468  0.23862
N  -1.50582  -1.74987  -1.21084
C  1.70523  2.08474  0.88521
C  1.83874  2.88723  -0.09768
C  -0.91216  -1.90492  0.19722
C  1.20345  1.19704  1.73931
H  -2.33852  -1.10012  -1.06529
H  1.20647  3.62792  -0.44092
H  -0.68127  -1.20234  -1.72296
H  -1.60596  -2.72611  -1.66468
H  2.86781  3.02071  -0.68341
H  -1.86406  -2.25022  1.75778
H  1.45688  1.22946  2.72612

Forces on atoms 1 to 3 (eV/Å):
-2.1 -2.7 0.2
1.9 0.2 -1.1
-0.7 -0.7 -0.8


Formula: C6H14N3
Source: the OMol25 dataset
Level of theory: ωB97M-V/def2-TZVPD

relative energy (zero: lowest compared OMol25 entry of this formula, charge and spin) = 608.3 kJ/mol
total charge = +1
E = -400.8186 Ha
largest force on an atom = 3.646 eV Å⁻¹
E_LUMO (spin up / spin down) = -3.322 / -3.321 eV

Geometry (Å):
N  -2.28120  0.21988  0.21633
N  3.04583  -1.28368  -0.23311
N  -1.59094  -0.06395  -0.89882
C  1.42486  1.56449  -0.24130
C  1.78478  -0.97752  0.50564
C  0.60276  1.31884  0.97684
C  0.80425  0.17505  0.00559
C  -3.65811  -0.23084  0.31262
C  -0.30272  -0.10390  -1.02713
H  2.50829  1.61285  0.07068
H  -2.17894  -0.46402  -1.59539
H  -0.24415  1.89001  1.00814
H  -0.02810  -0.57546  -1.93118
H  1.01072  1.22899  2.00346
H  3.02885  -1.67166  -1.31812
H  1.27746  -1.88792  0.85738
H  -3.75551  -0.12582  1.35809
H  -1.79627  0.35757  1.10229
H  3.49690  -2.00080  0.43081
H  3.71408  -0.45653  -0.28652
H  -4.04498  0.50930  -0.27178
H  -3.89293  -1.24027  -0.04153
H  1.07506  2.20538  -1.00297

Forces on atoms 1 to 3 (eV/Å):
0.7 0.2 1.3
0.9 -0.7 -1.6
1.4 -0.4 1.4


Formula: ClH2NO4S2
Source: the OMol25 dataset
Level of theory: ωB97M-V/def2-TZVPD

relative energy (zero: lowest compared OMol25 entry of this formula, charge and spin) = 248.2 kJ/mol
total charge = 0
E = -1613.3628 Ha
largest force on an atom = 3.195 eV Å⁻¹
E_LUMO = -0.712 eV

Geometry (Å):
Cl  -0.50487  0.65796  -0.92311
S  0.86387  -0.53481  2.39653
S  -0.02585  -1.72031  0.34777
O  -0.58986  -1.07886  1.85061
O  -0.17875  -3.14048  0.32641
O  1.09120  0.89644  2.42791
O  1.42027  -1.14639  0.86907
N  -0.97098  1.94687  -2.20961
H  -0.75961  1.40915  -3.02371
H  -0.34542  2.71043  -2.06186

Forces on atoms 1 to 3 (eV/Å):
-0.7 2.3 -2.1
1.4 0.4 0.6
-0.9 0.1 -0.5


Formula: C36H48AlCl3N4P2Si
Source: the OMol25 dataset
Level of theory: ωB97M-V/def2-TZVPD

relative energy (zero: lowest compared OMol25 entry of this formula, charge and spin) = 16.0 kJ/mol
total charge = 0
E = -4215.0808 Ha
largest force on an atom = 1.442 eV Å⁻¹
E_LUMO = 0.238 eV

Geometry (Å):
Cl  0.50306  4.71083  -0.56610
Cl  3.51794  3.66252  -0.32208
Cl  1.60520  2.67042  -2.77077
P  1.78015  -1.26036  -1.17672
P  -1.13558  1.06740  1.72958
Si  1.59786  2.93411  -0.68763
Al  0.86713  0.65586  0.24033
N  -3.14327  -3.15138  0.09453
N  -1.44977  -1.88356  0.69516
N  -0.49595  0.58634  -1.07840
N  5.16328  -1.71429  5.74764
C  -3.47685  1.11986  3.49498
C  -0.66659  2.25447  3.09465
C  4.50816  -1.30426  4.89950
C  -1.66988  -1.06675  -4.17459
C  -0.07234  1.43329  4.23936
C  0.49602  -1.13876  -2.44772
C  -2.55745  3.59606  -1.80813
C  -0.52499  -2.62196  -5.79567
C  -2.79734  0.37756  2.34827
C  3.44555  -0.73647  -3.47250
C  2.61908  -1.54026  3.38136
C  3.70449  -0.79917  3.85606
C  -1.76509  -2.72634  1.72021
C  3.99267  0.44395  3.29141
C  -3.78537  0.26194  1.19027
C  -1.75779  2.49064  -2.01042
C  2.06470  -3.09942  -0.83738
C  3.44818  -0.86913  -1.95357
C  0.46201  -1.92887  -3.59006
C  -0.55700  -0.22878  -2.18418
C  2.64619  -3.97342  -1.95038
C  -0.58577  -1.87488  -4.49590
C  4.00336  0.41057  -1.34081
C  -1.68266  2.12395  0.36063
C  -2.95195  3.98642  -0.53363
C  3.21287  0.92742  2.25898
C  -2.81039  -3.52707  1.36599
C  -1.33235  1.69979  -0.93912
C  1.84882  -1.02651  2.36016
C  2.11648  0.21141  1.76315
C  -2.29023  -2.16601  -0.26237
C  0.79742  -3.76077  -0.31937
C  -3.83306  5.17969  -0.30580
C  -1.66687  -0.28038  -3.04187
C  0.33974  3.29886  2.63526
C  -2.48083  3.24558  0.53868
H  -3.90143  -3.51818  -0.45668
H  -4.30460  5.50455  -1.22865
H  0.98787  -4.79748  -0.04036
H  -1.42854  2.25701  -3.01319
H  -0.00067  -2.00653  -6.52738
H  -2.54170  0.31355  -2.81005
H  -0.68456  0.56530  4.47459
H  0.02259  -3.75108  -1.08607
H  -4.61135  4.94844  0.41972
H  0.01404  -3.56277  -5.70036
H  2.62391  -0.09878  -3.79364
H  -1.20614  -2.72854  2.63371
H  -3.24869  6.01159  0.08586
H  0.98811  -1.57895  1.99418
H  0.62210  3.92388  3.48338
H  0.91576  1.08012  3.95651
H  4.82828  1.01424  3.66804
H  3.55366  1.27167  -1.81951
H  -2.53295  -1.05245  -4.82731
H  -3.74759  2.13473  3.21159
H  1.86340  -4.28234  -2.64063
H  -3.32513  -4.31310  1.87701
H  3.46177  1.88604  1.82358
H  -1.56561  2.77231  3.43969
H  -3.29512  -0.07152  0.28179
H  3.36401  -1.69666  -3.97952
H  -4.39780  0.59398  3.74515
H  0.43056  -3.23174  0.55206
H  -2.86085  1.15002  4.38864
H  -2.54292  -0.62645  2.70032
H  -4.57263  -0.44854  1.44089
H  3.06050  -4.87378  -1.49669
H  -1.52168  -2.82438  -6.17961
H  -0.07645  3.93904  1.86336
H  4.37882  -0.26727  -3.78375
H  -2.30254  -1.71413  -1.23395
H  2.40076  -2.50359  3.82016
H  3.43943  -3.48982  -2.51479
H  4.10355  -1.69285  -1.64835
H  1.23918  2.81950  2.24889
H  -2.87325  4.17838  -2.66131
H  -4.24530  1.22716  0.99171
H  5.07927  0.46934  -1.49532
H  3.80451  0.45645  -0.27028
H  2.79770  -3.05342  -0.01851
H  0.02034  2.04119  5.13824
H  1.28241  -2.59514  -3.79506
H  -2.74602  3.55083  1.54093

Forces on atoms 1 to 3 (eV/Å):
0.0 0.0 0.1
0.2 0.0 0.2
0.0 -0.1 -0.3


Formula: C28H44O24
Source: the OMol25 dataset
Level of theory: ωB97M-V/def2-TZVPD

total charge = -1
E = -2899.0498 Ha
largest force on an atom = 4.671 eV Å⁻¹
spin multiplicity = 2
E_LUMO (spin up / spin down) = 2.161 / 2.102 eV

Geometry (Å):
O  -1.17957  -3.32251  3.25655
O  0.78724  -1.96368  1.11625
O  -0.13930  3.53768  4.11623
O  -1.33751  -2.01675  -3.09046
O  4.64340  0.00352  -3.13407
O  -2.50026  -3.74394  5.07669
O  -5.15915  1.54402  -0.88628
O  -0.95853  -2.09570  5.14805
O  -0.97120  -0.71818  0.29353
O  3.14828  1.76656  -2.86606
O  1.43842  1.98784  4.20253
O  -4.25794  0.41514  -2.76928
O  6.22527  -1.67333  0.67256
O  -4.16777  2.65272  -2.58451
O  1.00912  -0.48481  -0.61129
O  -2.67032  -2.47857  -1.47350
O  -2.94666  2.75111  1.36123
O  -4.18423  2.01192  3.10897
O  -2.21912  1.01887  2.52615
O  -1.67341  -4.21462  -2.54435
O  0.07674  2.40115  6.08678
O  2.51508  -0.18098  -3.77655
O  8.25754  -2.04285  1.61088
O  7.62749  -0.02411  0.93348
C  6.52706  0.58739  0.31943
C  0.46466  2.58123  4.94346
C  -3.13141  1.80431  2.30761
C  4.06122  -0.59644  0.13731
C  -4.93800  3.04752  2.56517
C  0.08222  -1.37908  4.46543
C  -5.23143  4.08157  3.63286
C  0.20786  0.31179  -1.46467
C  3.39763  0.62857  -3.20405
C  0.30812  -1.12850  0.35223
C  2.73283  -1.64666  -5.47123
C  5.58928  -0.65807  -0.06472
C  -0.58842  -2.26022  -4.25557
C  0.33465  3.53954  2.79266
C  4.43541  -1.35521  -3.59767
C  -3.51256  -3.40218  -0.71627
C  -3.48524  2.32479  -3.75934
C  -4.06396  3.59582  1.42051
C  -1.10542  0.42917  -0.56372
C  2.93501  -1.51153  -3.99229
C  1.76654  1.57272  1.90079
C  -3.17804  0.84947  -3.59467
C  -4.52291  1.52757  -1.94829
C  7.40747  -1.32701  1.11092
C  -1.82321  -3.03219  -2.35800
C  -1.69641  -4.40446  2.41314
C  1.60268  2.66574  2.94617
C  -1.68971  -3.08956  4.49869
H  3.60539  0.28673  -0.31027
H  -2.51208  2.80002  -3.88270
H  -1.00197  -5.24439  2.43260
H  -5.73097  5.03342  3.45249
H  4.55910  -1.98255  -2.71493
H  -2.01464  0.39442  -1.16391
H  0.66914  4.51326  2.43479
H  -2.15896  0.75903  -3.21865
H  -4.63607  3.34983  0.52593
H  -4.07133  2.46036  -4.66831
H  -4.33857  4.34468  4.20004
H  0.67617  -0.89789  5.24245
H  -0.46303  3.21656  2.12371
H  -3.72916  4.63275  1.39273
H  5.89400  1.22192  0.93968
H  -4.24853  -3.85949  -1.37757
H  2.39898  3.40930  2.91265
H  -2.63935  -4.70419  2.87045
H  0.00478  -3.17117  -4.17556
H  -1.18134  1.37471  -0.02678
H  -5.93923  2.76211  2.24239
H  -3.24796  0.38465  -4.57811
H  2.39995  -2.07875  -3.23067
H  -2.93755  -4.21583  -0.27416
H  1.79055  1.85885  0.84928
H  -1.29117  -2.42525  -5.07227
H  2.60258  0.93097  2.17882
H  -4.10831  -2.97896  0.09248
H  0.06082  -0.13542  -2.44777
H  0.81572  -2.08327  4.07275
H  3.71917  -0.70809  1.16621
H  3.47753  -1.29881  -0.45774
H  -5.83941  3.58204  4.38714
H  5.07067  -1.67302  -4.42443
H  0.70113  1.27658  -1.58289
H  1.74822  -1.43245  -5.88688
H  5.90908  -0.92138  -1.07293
H  6.62671  1.25878  -0.53344
H  3.39936  -1.04720  -6.09131
H  -0.21497  -0.58580  3.77951
H  0.91015  0.92587  2.09124
H  -1.88047  -4.15201  1.36887
H  0.04271  -1.38046  -4.38115
H  2.85362  -2.68701  -5.77317

Forces on atoms 1 to 3 (eV/Å):
-0.3 0.3 -0.5
-1.2 2.1 -1.8
-0.4 0.1 1.7


Q: The lowest E belongs to which entry?
A: C36H48AlCl3N4P2Si


Q: The lowest largest force on an atom belongs to which entry?
A: C36H48AlCl3N4P2Si


Q: Which of these has the highest largest force on an atom?
A: C4H7N2O2